{
  "formula": "C4H16BrN8O4",
  "method": "ωB97M-V/def2-TZVPD",
  "multiplicity": 2,
  "total_energy_ha": -3475.0203,
  "de_lowest_kcal_mol": 29.6,
  "s_squared": 0.753,
  "symbols": ["Br", "C", "O", "N", "N", "H", "H", "H", "H", "C", "O", "N", "N", "H", "H", "H", "H", "C", "O", "N", "N", "H", "H", "H", "H", "C", "O", "N", "N", "H", "H", "H", "H"],
  "positions_angstrom": [[-1.764, 0.034, -0.333], [-1.623, -2.266, 3.229], [-0.786, -1.417, 3.521], [-1.816, -3.361, 3.898], [-2.443, -2.165, 2.240], [-2.596, -3.984, 3.744], [-1.390, -3.231, 4.804], [-3.157, -2.865, 2.094], [-2.383, -1.357, 1.636], [-0.202, 0.504, -4.110], [0.085, 0.146, -5.214], [0.739, 0.690, -3.272], [-1.455, 0.583, -3.697], [0.591, 1.015, -2.327], [1.601, 0.726, -3.797], [-1.528, 0.353, -2.717], [-2.251, 0.256, -4.225], [0.448, 3.531, 0.153], [0.915, 4.596, -0.074], [1.133, 2.487, 0.013], [-0.722, 3.204, 0.522], [0.918, 1.511, 0.152], [2.073, 2.641, -0.324], [-1.414, 3.938, 0.578], [-0.994, 2.289, 0.193], [2.024, -0.784, 0.849], [1.482, -0.253, 1.875], [3.215, -1.202, 0.754], [1.440, -0.849, -0.299], [3.617, -1.228, -0.173], [3.802, -1.179, 1.575], [1.995, -1.339, -0.986], [0.445, -1.022, -0.283]],
  "forces_ev_per_a": [[-0.2, 0.0, 0.2], [2.1, 2.7, 0.6], [-0.2, -0.3, 0.0], [0.6, -3.0, 3.3], [-2.7, 1.0, -4.2], [0.3, 0.3, 0.4], [-0.3, -1.0, 0.2], [0.2, 0.5, -0.3], [-0.2, -0.4, 0.2], [-2.0, -1.7, -2.8], [0.4, -0.4, -3.5], [3.5, 1.0, 3.6], [-3.0, 0.4, 2.3], [0.5, 0.3, -0.2], [0.4, 0.2, 0.9], [-0.4, 0.3, -0.1], [0.7, 0.0, -0.4], [0.7, 2.1, -0.4], [0.8, 4.2, -0.3], [6.5, -6.5, -2.0], [-6.8, -0.2, 1.8], [-0.3, 0.4, 0.6], [-0.1, -0.1, 0.1], [-0.1, -0.3, -0.1], [-0.6, 0.5, 0.5], [-3.8, 3.7, 5.9], [1.1, -1.6, -2.4], [6.0, -1.7, 0.9], [-2.9, -0.2, -4.3], [0.5, -0.3, 0.6], [0.1, 0.2, -0.4], [-1.0, -0.1, -0.4], [0.3, 0.0, -0.3]],
  "nbo_charge": [-0.014, 0.736, -0.657, -0.830, -0.821, 0.384, 0.410, 0.379, 0.397, 0.743, -0.672, -0.829, -0.827, 0.398, 0.420, 0.353, 0.407, 0.730, -0.668, -0.825, -0.809, 0.396, 0.392, 0.396, 0.373, 0.729, -0.643, -0.797, -0.830, 0.383, 0.418, 0.377, 0.401]
}

---

{
  "formula": "C60H112N4O22",
  "method": "ωB97M-V/def2-TZVPD",
  "multiplicity": 2,
  "total_charge": 1,
  "total_energy_ha": -4227.0287,
  "s_squared": 0.754,
  "symbols": ["C", "C", "C", "O", "C", "O", "O", "H", "H", "H", "H", "H", "H", "C", "C", "C", "O", "C", "O", "O", "H", "H", "H", "H", "H", "H", "C", "C", "C", "O", "C", "O", "O", "H", "H", "H", "H", "H", "H", "C", "C", "C", "O", "C", "O", "O", "H", "H", "H", "H", "H", "H", "C", "C", "C", "O", "C", "O", "O", "H", "H", "H", "H", "H", "H", "C", "C", "C", "O", "C", "O", "O", "H", "H", "H", "H", "H", "H", "C", "C", "C", "C", "C", "C", "N", "O", "C", "C", "C", "H", "H", "H", "H", "H", "H", "H", "H", "H", "H", "H", "H", "H", "H", "H", "H", "H", "H", "H", "C", "C", "C", "C", "C", "C", "N", "O", "C", "C", "C", "H", "H", "H", "H", "H", "H", "H", "H", "H", "H", "H", "H", "H", "H", "H", "H", "H", "H", "H", "C", "C", "C", "C", "C", "C", "N", "O", "C", "C", "C", "H", "H", "H", "H", "H", "H", "H", "H", "H", "H", "H", "H", "H", "H", "H", "H", "H", "H", "H", "C", "C", "C", "C", "C", "C", "N", "O", "C", "C", "C", "H", "H", "H", "H", "H", "H", "H", "H", "H", "H", "H", "H", "H", "H", "H", "H", "H", "H", "H"],
  "positions_angstrom": [[-3.311, -0.720, 5.744], [-2.938, 0.271, 4.701], [-1.573, 0.295, 4.149], [-1.847, 0.630, 2.807], [-3.157, 0.367, 2.440], [-3.558, 0.490, 1.245], [-3.807, 0.175, 3.553], [-2.773, -0.678, 6.691], [-3.258, -1.749, 5.388], [-4.386, -0.598, 5.876], [-3.044, 1.237, 5.195], [-1.133, -0.687, 4.323], [-1.077, 1.058, 4.750], [-4.909, -5.923, 1.469], [-4.684, -4.471, 1.111], [-3.598, -3.864, 1.781], [-2.677, -3.359, 0.799], [-3.081, -3.692, -0.364], [-2.468, -3.392, -1.367], [-4.187, -4.404, -0.230], [-5.531, -6.275, 0.647], [-5.545, -5.974, 2.353], [-4.048, -6.569, 1.641], [-5.688, -4.077, 1.270], [-3.015, -4.416, 2.518], [-4.031, -3.169, 2.501], [-0.902, 2.140, -8.573], [-0.774, 3.291, -7.553], [-2.066, 3.618, -6.768], [-1.785, 3.461, -5.422], [-0.761, 2.590, -5.296], [-0.388, 2.116, -4.204], [-0.039, 2.576, -6.547], [-0.090, 1.927, -9.269], [-1.775, 2.408, -9.168], [-1.168, 1.214, -8.064], [-0.146, 4.081, -7.964], [-2.939, 3.008, -7.000], [-2.318, 4.678, -6.760], [-0.221, -0.169, -2.150], [-0.696, 0.270, -0.762], [-0.565, -0.862, 0.287], [0.714, -0.573, 0.789], [1.158, 0.578, 0.405], [2.285, 1.050, 0.465], [0.181, 1.280, -0.152], [-1.046, -0.082, -2.857], [0.382, -1.077, -2.137], [0.454, 0.502, -2.682], [-1.732, 0.608, -0.783], [-0.659, -1.850, -0.163], [-1.233, -0.763, 1.142], [5.034, 2.805, 0.668], [4.711, 4.175, 1.292], [3.397, 4.354, 2.099], [3.769, 5.262, 3.098], [5.146, 5.322, 3.156], [5.768, 5.714, 4.133], [5.638, 4.633, 2.155], [4.887, 2.033, 1.423], [5.995, 2.418, 0.329], [4.293, 2.588, -0.101], [4.670, 4.913, 0.491], [3.044, 3.376, 2.426], [2.676, 4.913, 1.502], [-2.499, -2.990, -4.687], [-2.725, -4.531, -4.730], [-3.574, -5.336, -3.723], [-4.227, -6.292, -4.476], [-4.144, -5.967, -5.704], [-4.587, -6.712, -6.596], [-3.381, -4.892, -5.880], [-1.962, -2.624, -5.563], [-2.003, -2.717, -3.756], [-3.486, -2.527, -4.668], [-1.706, -4.911, -4.805], [-4.166, -4.598, -3.180], [-2.831, -5.829, -3.096], [-2.518, 5.085, -2.440], [-1.328, 5.864, -1.725], [-2.004, 7.174, -1.162], [-2.832, 6.841, 0.149], [-1.935, 6.075, 1.112], [-1.194, 4.829, 0.586], [-0.570, 5.181, -0.633], [0.366, 4.155, -1.061], [-0.087, 4.495, 1.667], [-2.116, 3.530, 0.455], [-0.378, 6.311, -2.754], [-2.974, 5.662, -3.244], [-3.366, 4.873, -1.788], [-2.188, 4.084, -2.717], [-1.284, 7.934, -0.857], [-2.479, 7.725, -1.973], [-3.757, 6.332, -0.122], [-3.168, 7.792, 0.561], [-2.516, 5.775, 1.984], [-1.336, 6.749, 1.724], [-0.739, 4.020, 2.400], [0.666, 3.762, 1.377], [0.438, 5.385, 2.014], [-2.175, 2.986, -0.487], [-1.910, 2.681, 1.106], [-3.147, 3.722, 0.752], [-0.813, 6.856, -3.592], [0.268, 5.525, -3.145], [0.467, 6.895, -2.386], [1.059, 4.698, -1.443], [3.730, -3.592, -0.749], [4.895, -3.186, 0.236], [4.579, -3.626, 1.644], [4.767, -5.101, 2.019], [6.159, -5.579, 1.648], [6.619, -5.172, 0.243], [6.284, -3.774, 0.013], [6.762, -3.351, -1.207], [8.100, -5.406, 0.163], [6.028, -6.134, -0.794], [4.924, -1.576, 0.185], [2.812, -3.214, -0.299], [3.551, -4.653, -0.926], [3.953, -3.148, -1.719], [5.111, -2.943, 2.307], [3.591, -3.409, 2.050], [3.936, -5.580, 1.504], [4.570, -5.558, 2.989], [6.216, -6.664, 1.561], [6.869, -5.381, 2.451], [8.251, -6.461, 0.390], [8.540, -5.162, -0.804], [8.648, -4.739, 0.828], [6.371, -5.763, -1.760], [6.462, -7.114, -0.595], [4.939, -6.181, -0.761], [5.055, -1.208, -0.833], [5.706, -0.946, 0.609], [4.026, -1.147, 0.630], [7.664, -3.242, -0.898], [-6.671, -1.040, -0.506], [-6.432, -0.656, -2.066], [-7.671, 0.077, -2.611], [-7.454, 0.597, -4.043], [-6.254, 1.597, -4.000], [-4.916, 1.099, -3.348], [-5.258, 0.250, -2.176], [-4.171, -0.281, -1.537], [-4.114, 0.306, -4.403], [-4.212, 2.412, -2.830], [-6.192, -1.916, -2.967], [-6.490, -0.274, 0.248], [-6.010, -1.896, -0.376], [-7.688, -1.432, -0.513], [-8.415, -0.696, -2.807], [-8.115, 0.759, -1.886], [-8.391, 1.088, -4.307], [-7.260, -0.157, -4.806], [-6.523, 2.579, -3.612], [-6.007, 1.893, -5.020], [-4.420, -0.733, -4.526], [-4.205, 0.670, -5.427], [-3.033, 0.335, -4.268], [-4.170, 3.139, -3.642], [-4.699, 2.939, -2.010], [-3.211, 2.141, -2.496], [-5.251, -2.327, -2.601], [-6.168, -1.709, -4.037], [-6.842, -2.768, -2.765], [-4.076, 0.417, -0.884], [6.473, 0.497, 4.325], [5.207, 0.733, 5.144], [3.997, 1.015, 4.290], [3.444, -0.241, 3.663], [2.960, -1.065, 4.771], [4.062, -1.427, 5.881], [4.846, -0.220, 6.214], [5.857, -0.374, 7.136], [3.276, -1.780, 7.163], [4.870, -2.617, 5.318], [5.470, 2.022, 5.935], [7.369, 0.562, 4.941], [6.712, 1.321, 3.653], [6.428, -0.443, 3.774], [3.238, 1.605, 4.804], [4.315, 1.701, 3.505], [4.150, -0.917, 3.182], [2.614, 0.058, 3.023], [2.557, -1.925, 4.237], [2.134, -0.568, 5.279], [3.879, -1.694, 8.067], [2.457, -1.075, 7.307], [2.790, -2.735, 6.966], [4.928, -2.517, 4.234], [5.889, -2.784, 5.668], [4.275, -3.511, 5.506], [6.478, 1.855, 6.315], [4.794, 2.237, 6.763], [5.535, 2.770, 5.145], [5.467, 0.017, 7.921]],
  "forces_ev_per_a": [[-1.1, -1.4, -0.4], [-0.7, 1.0, 1.7], [-0.4, -0.7, 0.8], [0.5, -0.1, -2.1], [1.3, 2.1, -2.7], [1.0, -1.0, 4.5], [-1.8, -0.8, 0.0], [0.0, 0.4, -0.2], [0.5, -0.1, -0.2], [0.0, 0.2, 0.6], [-0.9, 0.4, -0.5], [0.6, 0.0, -0.8], [0.8, 0.0, -0.9], [-0.9, -0.3, -0.2], [-0.8, -3.3, -1.2], [2.5, 2.2, 4.0], [0.6, 1.5, 3.8], [0.6, 0.1, -2.2], [-1.2, -0.6, 0.3], [-2.1, -0.7, -2.5], [0.1, -0.6, 0.1], [0.1, 0.0, 0.1], [0.2, 0.3, -0.3], [0.3, 1.0, -0.7], [0.1, -1.0, -0.6], [0.5, 1.4, -0.5], [-1.9, 0.8, -0.8], [0.5, -2.9, -0.1], [-0.5, 2.0, -1.2], [0.9, -2.0, 1.4], [3.2, 0.3, 1.9], [-1.5, 1.2, -4.5], [-0.6, 0.0, 4.2], [0.3, 0.5, 0.4], [-0.1, -0.2, -0.6], [0.1, 0.1, 0.2], [-0.4, 0.4, 0.4], [0.1, -0.1, -0.5], [-0.3, 0.0, -1.0], [0.5, 0.9, -0.4], [0.0, -0.3, 0.5], [-0.9, 0.9, -0.4], [1.7, -2.8, 1.3], [2.5, 3.1, -0.8], [-1.5, -1.4, 0.8], [-1.7, -0.2, -1.5], [-0.2, -1.0, 0.1], [-0.7, -0.5, 0.0], [0.2, 0.7, 0.8], [0.3, 0.5, 0.0], [0.4, 0.0, 0.1], [-0.2, 0.0, -0.4], [-1.1, -1.1, 1.1], [-1.4, -0.3, -2.9], [0.1, -0.1, -1.8], [1.0, 0.4, 1.0], [-0.1, -0.5, 3.9], [-1.3, -0.1, -2.6], [3.5, 0.4, 1.3], [-0.6, -0.1, 0.3], [0.5, 1.5, -0.4], [0.0, 0.1, 0.0], [0.0, 0.0, -0.5], [-0.3, 0.2, 0.6], [-0.3, -0.7, -0.1], [-1.4, -1.0, 0.8], [1.6, 0.8, 0.5], [2.8, 1.9, 1.8], [-1.0, -0.5, 3.0], [-0.8, -3.3, -5.9], [1.0, 2.9, 2.1], [-1.0, 0.5, -3.0], [0.1, -0.3, 0.1], [0.2, 0.0, -0.1], [-0.1, 0.2, -0.1], [0.1, -0.5, 0.2], [-0.7, -0.7, 0.2], [-0.6, 0.0, 0.6], [0.6, -0.5, 1.2], [-1.9, 0.4, 0.6], [0.4, -0.7, 1.6], [0.5, 0.7, -1.8], [-1.1, -0.2, 1.1], [0.7, -1.2, 0.7], [0.8, 1.4, -1.4], [-1.4, 0.6, -0.2], [-1.3, -0.2, -0.6], [-0.7, -0.2, 0.6], [2.4, 0.0, -1.3], [0.5, -0.1, -0.3], [0.1, 0.3, 0.6], [0.3, 0.3, -0.6], [0.7, -0.4, 0.2], [-0.8, -0.5, 0.0], [0.1, -0.4, 0.1], [0.1, 0.0, 0.3], [-0.7, -0.7, -0.2], [1.0, 0.3, -1.0], [0.6, 0.3, 0.9], [-0.4, 0.0, -0.4], [-0.3, 0.0, 0.2], [0.4, 0.8, -0.6], [0.8, 0.3, 0.5], [-0.3, 0.5, -0.2], [-0.2, -0.1, 0.1], [-0.7, -0.7, -0.6], [-0.5, 0.8, 0.7], [0.3, -0.1, 0.1], [1.0, 0.1, 0.2], [0.5, -0.1, -0.1], [-0.4, 0.5, 3.1], [0.2, -0.6, -1.2], [-0.1, -1.0, -0.7], [-1.1, -0.2, 0.2], [-2.2, 1.1, 1.8], [0.9, 0.2, -1.1], [0.9, 0.8, 0.0], [0.0, 0.4, 0.0], [0.3, -0.5, -0.5], [0.0, 0.4, -0.3], [0.4, -0.1, 0.3], [-0.3, 0.1, 0.0], [0.9, -0.3, 0.0], [-0.7, 0.4, -1.0], [0.3, -0.6, -0.9], [-0.1, 1.4, 0.8], [-0.4, -0.3, 0.4], [0.1, 0.7, -0.2], [0.5, 0.2, 0.1], [-0.3, -0.5, -0.4], [0.0, -0.3, 0.6], [-0.3, -0.3, -0.2], [-0.2, -0.1, -0.3], [0.1, -0.1, 0.0], [-0.7, -0.4, -0.4], [0.7, -1.0, 1.0], [-0.4, -0.3, -0.3], [0.5, 0.7, -1.0], [0.7, -0.8, -2.5], [-1.6, 0.6, 0.8], [-0.1, -1.3, -1.2], [1.0, 1.7, 1.2], [-0.6, 0.0, -0.8], [-1.7, 1.9, -0.4], [0.4, -2.1, -1.3], [-1.1, 0.7, -0.5], [0.8, -0.5, -0.2], [0.5, -1.2, -0.2], [1.2, -0.2, 1.2], [-0.1, 0.1, -0.4], [0.1, 0.1, 0.6], [0.0, 0.2, 0.3], [-0.2, -0.3, 0.8], [0.3, 0.4, -0.3], [0.2, 0.3, -0.3], [-0.1, -0.3, 0.4], [-0.3, -0.3, 0.7], [0.2, -0.3, -0.1], [0.0, 0.1, 0.5], [-0.6, 0.7, 0.2], [0.0, -0.2, 0.6], [0.3, -0.3, -0.1], [-0.4, -0.5, 0.1], [0.2, 0.3, -0.2], [0.5, 0.0, -0.5], [0.0, 0.0, 0.3], [-0.7, 0.6, 0.1], [1.3, 0.3, 1.4], [0.4, -0.4, 0.0], [-0.3, 1.3, 2.0], [0.8, 0.1, -1.5], [0.0, 1.0, 0.2], [-0.4, -0.8, 1.6], [-0.2, 0.2, -0.2], [-2.0, 0.3, -2.4], [0.6, -0.8, 0.4], [-0.2, 0.2, -0.7], [-0.4, 0.0, -0.2], [1.4, -0.3, -0.9], [-0.1, -0.8, 0.4], [-0.7, 0.1, -0.4], [0.2, 0.0, -0.1], [-0.2, -0.4, 0.4], [0.3, 0.1, -0.1], [0.4, 0.8, -0.8], [0.1, -0.5, -0.5], [-0.1, -0.8, 0.9], [-0.1, 0.1, 0.1], [0.1, -0.7, -0.1], [0.1, 0.3, -0.1], [0.2, -0.3, 0.7], [0.2, 0.0, 0.0], [-0.1, 0.3, 0.4], [0.2, -0.2, 0.0], [0.0, 0.6, 0.4], [-0.2, 0.0, -0.4], [-0.1, 0.7, 0.6], [0.3, 0.1, 0.3]],
  "mulliken_charge": [-1.657, 0.487, -0.387, 0.059, 0.093, -0.415, -0.392, 0.393, 0.345, 0.415, 0.232, 0.215, 0.286, -1.668, 0.692, -0.566, -0.293, 0.747, -0.483, -0.313, 0.383, 0.429, 0.391, 0.176, 0.403, 0.178, -1.293, 0.452, -0.659, -0.070, 0.456, -0.427, -0.382, 0.372, 0.364, 0.281, 0.332, 0.251, 0.302, -1.031, 2.955, 0.351, -0.327, 0.138, -0.489, 0.131, -0.409, 0.433, 0.435, -1.540, 0.257, -0.809, -0.748, 0.304, 0.545, -0.430, 0.564, -0.572, -0.401, -0.156, 0.449, 0.209, 0.524, -0.062, -0.089, -0.758, 0.299, 0.468, -0.319, 0.534, -0.624, -0.407, 0.557, 0.182, -0.119, 0.244, -0.245, 0.194, -0.999, 1.849, -1.342, -0.708, -1.555, 2.075, 0.252, 0.004, -1.974, -0.785, -2.355, 0.656, 0.221, -0.422, 0.375, 0.480, 0.283, 0.497, 0.476, 0.452, 0.499, -0.078, 0.644, -0.438, -0.137, 0.671, 0.428, 0.370, 0.464, 0.229, -1.511, 1.799, -0.650, -1.026, -1.300, 1.668, 0.154, -0.490, -2.145, -1.737, -2.153, 0.216, 0.270, 0.482, -0.095, 0.406, 0.359, 0.384, 0.499, 0.397, 0.427, 0.508, 0.488, 0.333, 0.517, 0.297, 0.602, 0.355, 0.240, 0.412, -1.606, 1.299, -1.059, -0.799, -1.280, 1.977, -0.102, 1.573, -0.986, -2.141, -1.849, 0.366, 0.101, 0.474, 0.459, 0.384, 0.483, 0.356, 0.597, 0.483, 0.022, 0.310, -0.150, 0.831, 0.557, -0.210, 0.251, 0.374, 0.482, -0.040, -1.485, 1.497, -0.346, 2.102, -1.791, 1.518, 0.462, -0.487, -1.769, -1.225, -1.994, 0.489, 0.344, 0.135, 0.588, -1.149, -1.110, -0.352, 0.356, 0.540, 0.369, 0.378, 0.398, 0.295, 0.295, 0.346, 0.478, 0.389, 0.405, 0.368]
}